Below is 4 unconnected molecules or ions with the total composition C4H18N2O4S in a non-equilibrium geometry, with properties calculated with ωB97M-V/def2-TZVPD.

The geometry in XYZ format:
```
29
Properties=species:S:1:pos:R:3:forces:R:3
C 0.645 -2.398 -0.033 -1.774 0.116 0.287
N -0.722 -2.387 0.654 1.989 -0.111 -1.962
C 1.469 -1.081 -0.027 -1.504 1.783 0.361
C 2.155 -1.065 -1.416 2.517 -3.128 2.185
S 2.833 0.393 -2.044 -0.332 1.750 -0.481
N 0.643 0.135 0.260 -1.633 -0.161 -0.660
C 0.661 0.646 1.670 1.682 1.004 -1.818
O -0.287 1.655 1.900 1.862 0.223 -0.121
H 1.237 -3.038 0.653 -0.266 -0.621 -1.428
H 0.433 -2.684 -1.135 0.812 -0.171 2.048
H -1.212 -1.500 0.517 0.036 -0.616 0.645
H -0.439 -2.660 1.561 -0.925 0.474 1.425
H 2.117 -0.976 0.859 0.738 -0.940 -0.815
H 3.055 -1.803 -1.191 -1.095 1.610 -0.524
H 1.694 -1.720 -2.139 -0.914 0.520 -0.359
H 1.638 1.083 -2.077 0.991 -0.509 -0.015
H -0.324 -0.107 0.065 -0.085 0.183 -0.260
H 1.697 1.123 1.578 -1.299 -0.517 1.531
H 0.513 -0.111 2.427 0.471 -0.604 0.224
H -1.176 1.369 1.735 -0.863 -0.426 -0.194
H -2.371 3.097 1.205 0.438 1.090 0.186
H -1.910 2.221 0.007 0.580 0.504 -0.530
O -2.496 2.281 0.753 -1.460 -1.053 0.165
H -3.310 0.712 -0.806 -0.147 0.172 0.059
H -3.507 0.027 0.547 -0.216 0.286 0.255
O -3.107 -0.084 -0.313 0.439 -0.787 -0.439
H 0.073 1.886 -0.999 1.280 -0.467 -0.141
H 0.259 2.580 -2.486 1.141 -0.204 -0.402
O -0.263 2.407 -1.727 -2.464 0.601 0.776
```
Positions in Å, forces in eV/Å.

The calculation puts the molar mass at 190.27 g mol⁻¹. The gap between HOMO and LUMO is 9.53 eV. Its spin multiplicity is 1. The value obtained for the energy above the lowest of the compared OMol25 structures with the same formula, charge and spin is 55.0 kcal per mole. Its net charge is 0. The value obtained for the energy is -971.76981 Eh. As for the SMILES: NC[C@@H](CS)NCO.O.O.O.